# 1
ORCA calculation (ωB97M-V with the def2-TZVPD basis set) on F5Sr4 as an isolated structure in a non-equilibrium geometry.

Geometry as XYZ:
```
9
Properties=species:S:1:pos:R:3:mulliken_charge:R:1
Sr -20.90438 8.95570 -3.26348 1.87
Sr -23.27587 7.13691 3.14810 1.83
Sr -24.52838 13.21619 1.12088 1.85
Sr -27.39343 8.50690 -2.05514 1.88
F -26.24035 5.81295 1.05737 -0.87
F -20.10204 6.80466 0.25843 -0.89
F -23.88428 9.49569 -0.37573 -0.95
F -24.15766 6.39669 -3.63808 -0.87
F -26.45990 12.53975 -2.44000 -0.86
```

Calculated values
Net charge = +3
Gap between HOMO and LUMO = 2.953 eV
Relative energy (zero: lowest compared OMol25 entry of this formula, charge and spin) = 21.3426 eV
Max |F| = 2.3 eV Å⁻¹
E_LUMO = -11.64 eV
Electronic energy = -16893.026 eV


# 2
ORCA calculation (ωB97M-V with the def2-TZVPD basis set) on C7H6Br2O2S as an isolated structure in a non-equilibrium geometry.

Geometry as XYZ:
```
18
Properties=species:S:1:pos:R:3:mulliken_charge:R:1
C -0.79698 1.75035 1.64598 -0.92
C -0.05376 2.05022 2.76322 -0.39
C -0.12873 0.91488 0.72924 0.49
C 1.15139 0.47215 1.17124 0.61
C 0.18347 -0.42912 -1.27589 0.50
C 0.59902 -1.54311 -0.37881 -0.18
C -0.74817 -0.87183 -2.45074 -1.25
O -0.51625 0.63652 -0.55497 -0.38
O 1.94400 -0.33546 0.66942 -0.48
S 1.22523 0.90934 2.91372 -0.17
Br -0.60792 -2.21968 0.97002 0.01
Br 1.63031 -2.90801 -1.09670 0.00
H -1.77274 2.18600 1.32029 0.33
H -0.20697 2.76273 3.49177 0.52
H 1.06400 -0.17815 -1.80942 0.29
H -0.14529 -1.02549 -3.33185 0.35
H -1.58290 -0.29151 -2.62002 0.39
H -1.23772 -1.87982 -2.15649 0.28
```

Calculated values
Net charge = 0
Gap between HOMO and LUMO (alpha / beta) = 6.137 / 7.420 eV
Relative energy (zero: lowest compared OMol25 entry of this formula, charge and spin) = 1.6804 eV
Max |F| = 4.2 eV Å⁻¹
E_LUMO (alpha / beta) = -1.26 / -0.39 eV
Electronic energy = -162367.438 eV


# 3
ORCA calculation (ωB97M-V with the def2-TZVPD basis set) on a 2-piece molecular cluster, C3H11N3 overall in a non-equilibrium geometry.

Geometry as XYZ:
```
17
Properties=species:S:1:pos:R:3:mulliken_charge:R:1
C -0.22182 2.07107 0.24497 -0.64
C -2.45185 1.46230 0.09219 -0.34
N -1.32750 1.43171 -0.50567 -0.48
H 0.32907 2.49248 -0.60103 0.31
H -0.41637 2.82106 1.00446 0.41
H 0.53919 1.33698 0.53075 0.13
H -3.29939 1.69228 -0.54679 0.26
H -2.45011 1.27955 1.17011 0.30
N 0.98301 -2.78891 0.12369 -0.63
C 1.27582 -1.33641 0.09644 -0.25
N 0.68336 -0.59928 -0.97149 -0.42
H 1.70623 -3.31473 -0.34625 0.24
H 0.84675 -3.10080 1.07429 0.22
H 2.35856 -1.17813 0.19776 0.30
H 0.92124 -0.96832 1.06037 0.25
H -0.23794 -0.23830 -0.76265 0.18
H 0.76173 -1.06255 -1.86115 0.18
```

Calculated values
Net charge = 0
Gap between HOMO and LUMO = 9.787 eV
Relative energy (zero: lowest compared OMol25 entry of this formula, charge and spin) = 2.8032 eV
SMILES = C=NC.NCN
Max |F| = 2.8 eV Å⁻¹
E_LUMO = 0.91 eV
Electronic energy = -7757.281 eV


# 4
ORCA calculation (ωB97M-V with the def2-TZVPD basis set) on a 10-piece molecular cluster, C30H60O26 overall in a non-equilibrium geometry.

Geometry as XYZ:
```
116
Properties=species:S:1:pos:R:3:mulliken_charge:R:1
C -20.81530 -6.18530 -5.90858 0.04
O -21.63048 -5.43340 -6.81752 -0.39
C -21.16427 -4.23833 -7.15136 0.75
O -20.01281 -3.87733 -7.09007 -0.50
O -22.17907 -3.49619 -7.58140 -0.36
C -21.82442 -2.22808 -8.09396 -0.40
H -21.24300 -7.16144 -5.72521 0.30
H -20.62291 -5.52928 -5.05828 -0.05
H -19.83838 -6.36565 -6.36152 0.05
H -22.72732 -1.73356 -8.43322 0.24
H -21.09263 -2.29869 -8.90223 0.31
H -21.34508 -1.57920 -7.35377 0.03
C -15.25471 -9.82435 -6.73979 -0.72
O -15.45439 -8.58659 -6.06394 -0.32
C -16.42308 -7.81796 -6.52430 0.77
O -17.26670 -8.14922 -7.32518 -0.61
O -16.37521 -6.64760 -5.90794 -0.09
C -17.19718 -5.56026 -6.26368 -0.80
H -16.19004 -10.34915 -6.90971 0.31
H -14.63965 -10.42773 -6.07355 0.25
H -14.67518 -9.65077 -7.64507 0.30
H -17.92460 -5.29436 -5.49312 0.09
H -17.83842 -5.78404 -7.11883 0.58
H -16.58658 -4.69064 -6.48948 0.31
C -21.62441 -5.20721 3.65189 -0.71
O -20.81909 -5.40049 2.48338 -0.34
C -21.50269 -5.71431 1.39351 0.94
O -22.69252 -5.87523 1.33766 -0.60
O -20.64538 -5.77841 0.37592 -0.26
C -21.13674 -6.25436 -0.86104 0.00
H -22.26097 -6.07089 3.82578 0.31
H -22.19359 -4.28290 3.57563 0.28
H -20.92943 -5.11574 4.48350 0.25
H -21.68546 -5.41960 -1.32021 0.00
H -21.76599 -7.12684 -0.73079 0.47
H -20.33584 -6.34993 -1.59145 -0.31
C -18.54077 -8.18035 -3.46340 -0.35
O -19.13321 -8.97656 -4.47412 -0.10
C -18.99355 -10.29604 -4.42293 0.68
O -18.16181 -10.90376 -3.80031 -0.59
O -19.90718 -10.84239 -5.22252 -0.32
C -19.91141 -12.26566 -5.24118 -0.69
H -19.11367 -7.25435 -3.40475 -0.15
H -17.55926 -7.83434 -3.79686 0.17
H -18.47582 -8.62273 -2.47319 0.45
H -19.91056 -12.65324 -4.22153 0.32
H -19.04085 -12.69757 -5.73501 0.27
H -20.82106 -12.53716 -5.76575 0.24
C -18.00071 0.74062 -5.98528 -0.55
O -17.03347 -0.16498 -5.48817 -0.30
C -16.81512 -0.15640 -4.17053 0.91
O -17.43104 0.46474 -3.34647 -0.65
O -15.77766 -0.95108 -3.94553 -0.20
C -15.31214 -1.05620 -2.62049 -0.59
H -17.75248 0.86708 -7.03815 0.32
H -17.92098 1.70449 -5.48682 0.30
H -19.03220 0.38923 -5.95975 0.07
H -15.89445 -1.70795 -1.96112 -0.11
H -15.25124 -0.13182 -2.04232 0.34
H -14.30760 -1.47460 -2.66096 0.40
C -16.41422 -2.48303 1.21148 -0.07
O -15.67523 -1.41412 1.80228 -0.37
C -15.80316 -0.22094 1.22292 0.86
O -16.51025 0.04132 0.28112 -0.51
O -15.06986 0.65191 1.88986 -0.37
C -15.12507 1.99840 1.39309 -0.60
H -17.37220 -2.56427 1.73043 0.28
H -15.90504 -3.42181 1.41639 0.34
H -16.54203 -2.31013 0.14961 -0.25
H -14.39505 2.55946 1.96307 0.21
H -16.13415 2.38395 1.51382 0.28
H -14.85203 2.00770 0.33887 0.28
C -20.82105 -0.43107 1.23447 -0.75
O -21.16081 -1.75477 0.83649 -0.15
C -22.39641 -1.91648 0.37960 0.55
O -23.27438 -1.09936 0.44253 -0.57
O -22.47916 -3.13152 -0.14670 -0.11
C -23.76625 -3.57306 -0.57471 -0.84
H -20.88263 0.22897 0.36713 0.30
H -19.80936 -0.46020 1.62180 0.16
H -21.49467 -0.04028 1.99673 0.36
H -24.53357 -3.30334 0.14891 0.34
H -23.73138 -4.64855 -0.68712 0.28
H -23.99922 -3.09569 -1.52811 0.30
C -15.47623 -4.55416 -3.51965 -0.16
O -14.09695 -4.58989 -3.81212 -0.42
C -13.71317 -4.04130 -4.96426 0.91
O -14.41343 -3.49822 -5.77309 -0.54
O -12.39628 -4.22127 -5.06961 -0.37
C -11.78059 -3.71562 -6.24565 -0.73
H -16.07782 -4.28381 -4.38152 -0.04
H -15.75378 -3.82349 -2.75527 0.13
H -15.84868 -5.50604 -3.14804 0.39
H -12.46753 -3.18843 -6.89763 0.36
H -11.28950 -4.54353 -6.75685 0.26
H -10.98117 -3.03085 -5.94997 0.27
C -18.98688 -3.06829 -1.21606 -0.46
C -19.08105 -3.61806 -2.60388 0.87
O -18.56566 -4.64417 -3.00195 -0.63
C -19.70498 -2.67818 -3.61480 -0.84
H -18.53325 -2.07043 -1.22804 0.44
H -18.40990 -3.67602 -0.52350 0.36
H -20.00143 -2.89258 -0.84382 -0.59
H -20.63932 -3.10234 -3.99653 0.29
H -19.03741 -2.51523 -4.46060 0.36
H -19.96973 -1.72036 -3.17131 0.17
C -21.11183 2.81156 -4.42232 -1.12
C -21.64880 1.54715 -5.05394 0.59
O -22.33533 1.59026 -6.04689 -0.59
C -21.36131 0.24905 -4.32295 -0.27
H -21.60358 2.97273 -3.45761 0.33
H -21.30721 3.65095 -5.08136 0.35
H -20.05427 2.70023 -4.17126 0.25
H -20.43632 0.42473 -3.76902 0.12
H -21.18233 -0.55496 -5.03240 -0.18
H -22.18945 0.05311 -3.64416 0.56
```

Calculated values
Net charge = 0
Gap between HOMO and LUMO = 10.114 eV
SMILES = COC(=O)OC.COC(=O)OC.COC(=O)OC.COC(=O)OC.COC(=O)OC.COC(=O)OC.COC(=O)OC.COC(=O)OC.CC(C)=O.CC(C)=O
Max |F| = 1.8 eV Å⁻¹
E_LUMO = 0.38 eV
Electronic energy = -85317.681 eV